{
  "formula": "C3H8NO4",
  "method": "ωB97M-V/def2-TZVPD",
  "orbital_gap_ev": [8.2, 8.6],
  "charge": 1,
  "species": ["O", "O", "O", "O", "N", "C", "C", "C", "H", "H", "H", "H", "H", "H", "H", "H"],
  "xyz": [[1.470, -1.569, -0.051], [-1.077, 2.984, 1.457], [1.557, 1.532, 0.881], [-0.865, -1.783, 0.375], [0.024, -1.167, -1.799], [0.174, -1.178, -0.231], [-0.888, 1.817, 0.828], [0.281, 1.272, 0.511], [-0.297, -2.106, -2.160], [1.949, -1.316, 0.738], [1.018, -1.087, -2.234], [-0.763, -2.765, 0.421], [-1.986, 3.133, 1.200], [-1.849, 1.465, 0.549], [1.834, 1.275, 1.750], [-0.581, -0.507, -2.235]],
  "atomic_forces_ev_per_a": [[-0.917, -1.130, -1.217], [0.405, 0.421, 0.112], [-1.384, 0.067, -2.236], [0.689, -0.713, -0.521], [2.721, -2.628, -0.580], [0.546, 3.743, 0.692], [0.577, -0.398, -0.302], [1.070, -1.996, 0.694], [0.166, 0.796, 0.578], [-0.439, 0.451, 0.513], [-1.954, 0.246, 1.055], [0.045, 0.606, 0.058], [-0.359, 1.177, 0.614], [-0.194, -1.471, -0.780], [-0.326, -0.290, 1.147], [-0.645, 1.117, 0.173]],
  "lowdin_charge": [0.056, 0.073, 0.065, 0.071, 0.241, -0.407, -0.196, -0.045, 0.181, 0.124, 0.210, 0.151, 0.108, 0.114, 0.114, 0.140]
}


{
  "formula": "C3H8NOP",
  "method": "ωB97M-V/def2-TZVPD",
  "orbital_gap_ev": [7.6, 7.6],
  "species": ["P", "O", "N", "C", "C", "C", "H", "H", "H", "H", "H", "H", "H", "H"],
  "xyz": [[1.659, 0.006, 0.654], [2.591, -0.809, -0.132], [0.030, -0.767, 0.195], [0.115, -1.889, -0.457], [1.436, 1.479, -0.443], [-1.293, -0.448, 0.787], [-1.905, -0.010, 0.102], [1.196, 1.215, -1.392], [-1.642, -1.234, 1.285], [1.041, -2.053, -0.750], [-1.032, 0.461, 1.364], [2.315, 2.154, -0.397], [-0.857, -2.501, -0.611], [0.616, 2.275, -0.276]],
  "atomic_forces_ev_per_a": [[-0.635, 2.081, 1.587], [1.468, -1.642, -1.125], [-1.625, -2.515, -1.326], [-5.711, 1.992, 2.067], [-1.011, 3.402, 2.706], [4.667, 4.201, -0.134], [-1.942, 0.437, -2.411], [-0.013, -1.229, -3.173], [-1.633, -2.881, 2.217], [4.232, -1.668, -1.862], [-0.501, -0.796, 0.816], [-0.069, -0.902, -0.149], [2.062, 0.861, 0.166], [0.710, -1.340, 0.621]],
  "lowdin_charge": [0.625, -0.502, -0.282, 0.074, -0.287, -0.047, 0.061, -0.024, 0.046, 0.006, 0.092, 0.038, 0.144, 0.055]
}


{
  "formula": "C3H8NOP",
  "method": "ωB97M-V/def2-TZVPD",
  "orbital_gap_ev": [7.2, 7.4],
  "species": ["P", "O", "N", "C", "C", "C", "H", "H", "H", "H", "H", "H", "H", "H"],
  "xyz": [[0.457, 0.343, -0.547], [3.485, -1.023, 0.487], [3.551, 1.102, -0.016], [-2.147, 0.981, 0.647], [-1.304, 0.159, -0.374], [2.891, -0.035, 0.162], [4.551, 1.211, 0.307], [-2.817, 0.379, 1.364], [-2.946, 1.579, 0.032], [3.141, 1.982, -0.218], [-1.773, -0.847, -0.378], [-1.545, 1.591, 1.221], [0.589, 0.036, -1.878], [0.821, 1.619, -0.699]],
  "atomic_forces_ev_per_a": [[-0.664, -2.289, 0.596], [-0.767, -0.759, 0.208], [2.267, 1.985, 0.345], [-2.741, -1.446, -2.016], [-0.890, 0.340, 1.709], [-0.028, -0.799, -0.098], [-1.544, -0.684, -0.511], [1.279, 0.471, -1.068], [1.591, -0.660, 1.095], [-0.735, 0.341, -0.164], [1.027, 0.353, -0.741], [1.009, 1.713, 1.155], [0.395, -0.580, -0.597], [-0.199, 2.014, 0.088]],
  "lowdin_charge": [0.873, 0.001, 0.068, -0.216, -0.435, -0.531, 0.135, 0.080, 0.095, 0.055, 0.039, 0.004, -0.066, -0.102]
}


{
  "formula": "C3H8NOPS2",
  "method": "ωB97M-V/def2-TZVPD",
  "orbital_gap_ev": 6.2,
  "species": ["S", "S", "P", "O", "N", "C", "C", "C", "H", "H", "H", "H", "H", "H", "H", "H"],
  "xyz": [[1.244, 1.494, 0.539], [2.427, -1.597, -0.414], [0.919, -0.506, -0.003], [-0.207, -1.230, 0.987], [-1.732, 0.239, -0.926], [-2.398, -0.638, -0.066], [2.645, 1.618, -0.642], [-1.484, -0.822, 1.231], [2.499, 1.440, -1.646], [-1.774, -1.640, 2.004], [-1.493, -0.391, -1.763], [3.057, 2.672, -0.611], [-3.307, -0.041, 0.259], [-2.589, -1.613, -0.415], [-1.375, 0.090, 1.808], [3.566, 0.924, -0.343]],
  "atomic_forces_ev_per_a": [[0.727, -0.586, -0.800], [-0.318, -0.039, -0.057], [-3.794, -0.151, 0.535], [3.793, -0.290, -1.690], [2.652, -1.921, -2.373], [0.101, 1.815, 2.300], [3.759, 0.723, 2.908], [-1.321, -0.498, 2.333], [-1.229, -0.649, -2.098], [-0.490, 1.321, -1.563], [-0.260, 1.608, 1.024], [-0.703, -1.004, 0.339], [0.633, -1.213, 0.161], [-0.648, -1.161, -0.618], [-0.710, 0.571, -0.080], [-2.192, 1.475, -0.321]],
  "lowdin_charge": [0.564, 0.278, 0.180, -0.428, -0.020, -0.348, -0.531, -0.285, -0.012, 0.157, 0.035, 0.049, 0.130, 0.083, 0.097, 0.051]
}


{
  "formula": "C3H8NOS",
  "method": "ωB97M-V/def2-TZVPD",
  "orbital_gap_ev": 9.3,
  "smiles": "CS[C@]1([NH3+])CO1",
  "charge": 1,
  "species": ["S", "O", "N", "C", "C", "C", "H", "H", "H", "H", "H", "H", "H", "H"],
  "xyz": [[-1.512, -0.801, 0.320], [0.836, 0.781, -0.770], [1.344, -1.514, -0.239], [-2.156, 0.733, -0.268], [0.582, -0.316, 0.071], [1.201, 0.893, 0.611], [0.743, -2.131, -0.787], [2.176, 0.986, 0.813], [2.247, -1.196, -0.658], [1.731, -2.066, 0.612], [-2.551, 1.368, 0.464], [-1.310, 1.208, -0.841], [0.412, 1.559, 1.236], [-3.050, 0.673, -0.832]],
  "atomic_forces_ev_per_a": [[3.214, -0.099, -0.057], [0.029, -1.314, 0.089], [2.145, -0.827, 1.708], [1.537, 0.797, -1.049], [-3.363, 1.404, 0.428], [-6.267, 1.034, 1.193], [0.430, -0.226, -0.540], [3.643, 0.348, 0.764], [-0.878, -0.504, -0.687], [-1.403, 1.029, -1.206], [0.361, 1.006, 1.880], [-1.230, -0.178, 0.367], [2.256, -1.472, -1.393], [-0.474, -0.999, -1.496]],
  "lowdin_charge": [0.846, -0.022, 0.228, -0.442, -0.549, -0.042, 0.159, 0.080, 0.199, 0.230, 0.022, 0.064, 0.190, 0.038]
}


{
  "formula": "C3H8NOSe",
  "method": "ωB97M-V/def2-TZVPD",
  "orbital_gap_ev": 9.0,
  "charge": 1,
  "species": ["Se", "O", "N", "C", "C", "C", "H", "H", "H", "H", "H", "H", "H", "H"],
  "xyz": [[0.870, 1.230, -1.168], [1.137, 0.843, 1.509], [0.225, -1.247, 0.067], [1.684, 0.843, 0.383], [-1.041, -0.719, -0.365], [-0.944, 0.907, -0.603], [0.352, -1.856, 0.884], [0.688, -1.773, -0.651], [-1.899, -1.106, 0.197], [2.772, 0.678, 0.363], [-1.669, 1.084, -1.356], [0.075, 0.808, 1.689], [-1.111, 1.492, 0.362], [-1.140, -1.184, -1.310]],
  "atomic_forces_ev_per_a": [[-0.134, 0.698, -1.496], [-2.609, -0.239, 3.223], [1.296, -1.386, 1.282], [-0.421, -0.068, -0.885], [0.674, 0.419, 0.159], [0.194, -2.044, 2.770], [-0.970, 0.664, -0.148], [0.020, -0.009, -0.452], [0.176, 0.794, 0.299], [-0.405, 0.263, 0.220], [-0.411, 0.988, -0.664], [3.591, 0.292, -1.411], [-0.249, -0.559, -1.516], [-0.754, 0.186, -1.381]],
  "lowdin_charge": [1.227, 0.040, -0.082, -0.482, -0.266, -0.369, 0.119, 0.087, 0.131, 0.125, 0.061, 0.229, 0.085, 0.095]
}